Entry 1:
Density functional theory data (ωB97M-V with the def2-TZVPD basis set) for a molecular structure, AsF6Sn at a distorted geometry.

Calculated values
**Relative energy (zero: lowest compared OMol25 entry of this formula, charge and spin)**: 2.8368 eV
**Gap between HOMO and LUMO**: 5.0 eV
**F_max**: 0.1120 Eh/bohr

```
! RIJCOSX wB97M-V def2-TZVPD def2/J DEFGRID3
* xyz 1 1
Sn 14.200 6.937 18.564
As 10.634 7.962 16.543
F 8.847 7.988 16.593
F 10.554 9.378 17.775
F 12.432 7.853 16.560
F 10.540 6.500 15.523
F 10.700 9.159 15.135
F 10.691 6.786 17.896
*
```

***

Entry 2:
Density functional theory data (ωB97M-V with the def2-TZVPD basis set) for a molecular structure, B2H8Tl at a distorted geometry.

Calculated values
**⟨S²⟩**: 0.755
**Gap between HOMO and LUMO (spin up / spin down)**: 8.8 / 4.5 eV
**F_max**: 0.1043 Eh/bohr

```
! RIJCOSX wB97M-V def2-TZVPD def2/J DEFGRID3
* xyz 0 2
Tl 2.166 -1.031 0.391
B 0.440 1.374 -0.928
H 1.000 2.177 -1.383
H -0.595 1.581 -1.152
H 0.752 0.458 -1.406
H 0.591 1.237 0.132
B -0.875 -1.139 0.891
H -0.424 -1.595 0.023
H -1.804 -0.757 0.498
H -1.045 -1.904 1.632
H -0.205 -0.401 1.304
*
```

***

Entry 3:
Density functional theory data (ωB97M-V with the def2-TZVPD basis set) for a molecular structure, B4BaF22P at a distorted geometry.

Calculated values
**Relative energy (zero: lowest compared OMol25 entry of this formula, charge and spin)**: 0.5455 eV
**Gap between HOMO and LUMO**: 10.8 eV
**F_max**: 0.0626 Eh/bohr

```
! RIJCOSX wB97M-V def2-TZVPD def2/J DEFGRID3
* xyz -3 1
Ba -0.094 -0.362 0.217
B -3.114 0.121 -0.539
F -2.433 0.743 0.553
F -2.795 -1.227 -0.542
F -4.493 0.327 -0.441
F -2.550 0.641 -1.663
B 0.633 -2.633 -1.891
F -0.624 -2.425 -1.454
F 1.284 -1.419 -1.925
F 1.218 -3.454 -1.026
F 0.533 -3.068 -3.177
B -0.936 -2.007 2.678
F 0.101 -2.444 1.913
F -0.886 -2.517 3.950
F -0.917 -0.599 2.800
F -2.044 -2.423 1.995
B 2.989 0.015 1.054
F 1.922 0.620 1.694
F 4.191 0.424 1.588
F 2.812 -1.334 1.242
F 2.815 0.321 -0.274
P 0.329 3.246 -0.985
F -0.345 2.524 0.317
F 0.422 1.818 -1.742
F -1.080 3.475 -1.698
F 1.025 4.095 -2.204
F 0.271 4.603 -0.093
F 1.766 2.940 -0.346
*
```

***

Entry 4:
Density functional theory data (ωB97M-V with the def2-TZVPD basis set) for 11 unconnected molecules or ions with the total composition BF4H20O10 at a distorted geometry.

Calculated values
**Relative energy (zero: lowest compared OMol25 entry of this formula, charge and spin)**: 0.9679 eV
**Gap between HOMO and LUMO**: 9.9 eV
**F_max**: 0.0584 Eh/bohr

```
! RIJCOSX wB97M-V def2-TZVPD def2/J DEFGRID3
* xyz -1 1
B 0.106 0.699 0.209
F -0.534 0.743 1.388
F -0.744 0.706 -0.892
F 0.871 1.847 0.108
F 0.972 -0.325 0.259
O -3.173 2.197 -1.602
H -2.390 1.661 -1.729
H -3.762 1.930 -2.308
O 3.037 -1.798 1.949
H 3.419 -1.503 1.122
H 2.092 -1.757 1.804
O -3.136 0.039 1.347
H -2.762 -0.641 0.787
H -2.628 0.825 1.143
O 0.660 3.811 -1.540
H 0.779 4.508 -0.895
H 0.822 3.003 -1.053
O 2.352 0.696 -2.654
H 2.264 0.589 -1.707
H 1.488 0.477 -3.001
O 0.386 -3.145 1.031
H -0.187 -2.474 0.659
H 1.152 -3.153 0.457
O -1.733 -1.887 -0.167
H -1.387 -2.096 -1.034
H -2.072 -2.719 0.163
O 2.959 1.247 1.899
H 2.670 0.521 2.453
H 2.156 1.571 1.491
O -0.099 -0.705 -3.291
H -0.401 -0.294 -2.481
H -0.903 -0.948 -3.751
O -0.904 -0.999 3.574
H -1.192 -1.003 2.661
H -0.181 -1.625 3.601
*
```

***

Entry 5:
Density functional theory data (ωB97M-V with the def2-TZVPD basis set) for 11 unconnected molecules or ions with the total composition BF4H20O10 at a distorted geometry.

Calculated values
**Relative energy (zero: lowest compared OMol25 entry of this formula, charge and spin)**: 0.7652 eV
**⟨S²⟩**: 0.757
**Gap between HOMO and LUMO (spin up / spin down)**: 10.5 / 2.4 eV
**F_max**: 0.0616 Eh/bohr

```
! RIJCOSX wB97M-V def2-TZVPD def2/J DEFGRID3
* xyz 0 2
B -19.810 26.004 0.760
F -20.060 25.449 1.967
F -18.460 25.969 0.383
F -20.409 25.187 -0.123
F -20.347 27.250 0.706
O -17.621 26.253 3.017
H -18.370 26.127 2.436
H -16.858 26.064 2.471
O -23.060 27.118 0.781
H -22.143 26.849 0.838
H -23.524 26.512 1.359
O -15.408 25.982 1.464
H -15.706 25.906 0.558
H -14.570 26.440 1.403
O -20.979 24.693 -2.864
H -20.848 25.586 -2.543
H -21.715 24.763 -3.472
O -20.317 22.491 -0.567
H -20.811 21.912 -1.147
H -20.510 23.373 -0.885
O -18.511 28.884 0.414
H -19.203 28.291 0.707
H -18.114 29.207 1.223
O -17.924 26.784 -2.290
H -18.413 27.515 -2.668
H -17.966 26.929 -1.345
O -18.702 24.020 4.542
H -18.503 24.853 4.114
H -18.205 24.046 5.360
O -23.267 23.937 -1.316
H -23.959 23.562 -1.862
H -22.527 24.053 -1.912
O -20.203 27.716 3.830
H -19.506 28.286 3.507
H -20.236 26.997 3.199
*
```

***

Entry 6:
Density functional theory data (ωB97M-V with the def2-TZVPD basis set) for 12 unconnected molecules or ions with the total composition BF4H22O11 at a distorted geometry.

Calculated values
**Relative energy (zero: lowest compared OMol25 entry of this formula, charge and spin)**: 1.0920 eV
**Gap between HOMO and LUMO**: 9.6 eV
**F_max**: 0.0608 Eh/bohr

```
! RIJCOSX wB97M-V def2-TZVPD def2/J DEFGRID3
* xyz -1 1
B -0.064 -0.728 -0.819
F -0.590 -0.400 -2.075
F 0.585 0.400 -0.317
F -1.096 -1.176 0.038
F 0.893 -1.742 -0.896
O 1.389 -3.341 1.252
H 0.457 -3.157 1.482
H 1.446 -3.108 0.373
O -0.617 2.680 -2.863
H -1.110 2.219 -2.217
H -1.298 3.073 -3.463
O 3.255 -0.140 -0.210
H 3.221 0.711 0.309
H 2.327 -0.336 -0.503
O -1.393 -0.143 2.490
H -0.473 0.203 2.536
H -1.438 -0.538 1.591
O -3.466 -0.391 -2.377
H -3.760 0.486 -2.699
H -2.518 -0.322 -2.457
O 2.202 1.869 -2.575
H 1.390 1.657 -3.030
H 1.797 2.185 -1.780
O 1.234 0.554 2.370
H 1.864 0.668 3.056
H 1.561 -0.191 1.903
O -0.627 2.404 0.931
H -1.188 2.511 0.176
H -0.112 1.586 0.832
O 1.389 3.634 -0.450
H 1.445 4.442 0.055
H 0.698 3.197 0.042
O -1.378 -3.839 0.604
H -0.963 -3.135 0.068
H -2.257 -3.956 0.304
O -0.609 -2.655 2.992
H -1.041 -1.820 2.723
H -1.138 -3.367 2.605
*
```

***

Entry 7:
Density functional theory data (ωB97M-V with the def2-TZVPD basis set) for 14 unconnected molecules or ions with the total composition BF4H26O13 at a distorted geometry.

Calculated values
**Relative energy (zero: lowest compared OMol25 entry of this formula, charge and spin)**: 2.1787 eV
**Gap between HOMO and LUMO**: 10.9 eV
**F_max**: 0.0504 Eh/bohr

```
! RIJCOSX wB97M-V def2-TZVPD def2/J DEFGRID3
* xyz -1 1
B 0.625 0.137 0.213
F -0.020 1.070 1.021
F -0.048 -1.064 0.224
F 0.775 0.663 -1.055
F 1.925 -0.147 0.534
O 0.020 -3.775 4.161
H -0.914 -3.567 4.158
H 0.446 -2.970 3.866
O 3.327 0.326 -4.484
H 4.240 0.283 -4.199
H 2.823 0.366 -3.672
O -3.346 -2.410 -3.121
H -4.276 -2.450 -3.341
H -3.243 -1.577 -2.661
O -0.169 4.869 -0.739
H -0.088 3.973 -0.413
H -1.052 5.138 -0.487
O 4.812 -3.013 -1.146
H 5.339 -3.409 -0.453
H 4.140 -2.514 -0.681
O -3.961 -1.278 1.158
H -3.212 -1.078 0.597
H -4.219 -2.165 0.908
O 4.153 3.632 0.328
H 3.676 2.803 0.299
H 3.721 4.180 -0.327
O 1.431 -5.442 0.849
H 0.909 -4.765 0.418
H 1.395 -5.217 1.779
O -0.192 0.049 -6.442
H -0.148 -0.903 -6.528
H 0.665 0.299 -6.098
O 1.626 -0.089 4.760
H 1.242 0.249 3.951
H 2.537 0.205 4.735
O -2.708 1.776 -3.003
H -1.810 1.450 -2.948
H -3.043 1.420 -3.826
O -1.716 4.574 3.292
H -2.613 4.745 3.005
H -1.535 3.682 2.996
O -3.677 0.741 4.468
H -3.244 0.673 3.618
H -4.594 0.533 4.288
*
```

***

Entry 8:
Density functional theory data (ωB97M-V with the def2-TZVPD basis set) for a molecular structure, BF4H4O2Sn at a distorted geometry.

Calculated values
**Relative energy (zero: lowest compared OMol25 entry of this formula, charge and spin)**: 4.1769 eV
**Gap between HOMO and LUMO**: 3.1 eV
**F_max**: 0.0866 Eh/bohr

```
! RIJCOSX wB97M-V def2-TZVPD def2/J DEFGRID3
* xyz 1 1
Sn 18.394 -4.339 -23.222
B 14.576 -4.892 -26.409
F 13.282 -4.788 -26.012
F 15.089 -5.642 -25.403
F 14.746 -5.502 -27.621
F 15.218 -3.668 -26.368
O 21.746 -2.013 -23.592
H 21.759 -1.325 -24.258
H 22.398 -1.736 -22.948
O 20.854 -7.644 -23.202
H 20.530 -8.488 -22.889
H 21.782 -7.641 -22.968
*
```

***

- Which value of F_max does entry 3 give?
  0.0626 Eh/bohr